1.
27
Properties=species:S:1:pos:R:3:lowdin_charge:R:1 method="wB97M-V/def2-TZVPD" orbital_gap_ev=7.563 de_lowest_kcal_mol=4.0 total_charge=-1
Zn -0.333 0.384 -0.562 0.4208
O -1.183 -3.378 -1.456 0.0307
C -0.537 -2.348 -1.365 -0.6011
O -1.046 -1.274 -0.867 -0.1731
C 0.894 -2.348 -1.887 -0.1437
C 1.173 -3.439 -2.715 -0.0441
C 2.398 -3.631 -3.315 -0.1047
C 3.415 -2.722 -3.068 -0.1096
C 3.181 -1.654 -2.231 -0.1631
C 1.931 -1.437 -1.643 -0.6178
S 1.898 -0.019 -0.591 0.5721
H 0.373 -4.149 -2.862 0.1080
H 2.559 -4.481 -3.963 0.0898
H 4.389 -2.855 -3.515 0.0924
H 3.969 -0.950 -2.007 0.0801
F -2.045 3.343 5.399 0.0988
C -1.992 3.103 4.078 -0.1435
C -1.382 1.950 3.597 -0.1472
F -0.849 1.071 4.456 0.1115
C -1.321 1.720 2.234 -0.2173
F -0.712 0.584 1.808 0.0265
C -1.850 2.608 1.288 -0.5907
S -1.770 2.378 -0.407 0.6519
C -2.475 3.758 1.813 -0.2497
F -3.022 4.650 0.976 0.0677
C -2.540 4.010 3.172 -0.1459
F -3.123 5.129 3.632 0.1012

=====

2.
84
Properties=species:S:1:pos:R:3:lowdin_charge:R:1 method="wB97M-V/def2-TZVPD" orbital_gap_ev=8.398 total_charge=+1
C 2.255 1.280 -0.758 -0.0824
C 1.575 2.224 -1.750 -0.2192
O 0.283 2.639 -1.282 -0.1479
C -0.815 1.973 -1.872 -0.1898
C -1.453 0.923 -0.933 -0.1397
C -2.841 1.320 -0.410 -0.1644
C -3.755 0.132 -0.168 -0.1781
C -3.511 -0.627 1.142 -0.0578
C -2.115 -1.018 1.422 -0.2222
N -1.495 -0.722 2.554 0.1908
C -0.254 -1.248 2.524 -0.4171
P 0.982 -1.209 3.862 0.5955
O 2.191 -2.176 3.311 -0.3712
Br 1.953 0.807 3.928 0.3592
C -0.081 -1.837 1.361 -0.0240
N -1.281 -1.710 0.703 0.0368
C -1.487 -2.310 -0.616 -0.0936
C -0.244 -2.218 -1.507 -0.1444
C -0.678 -2.165 -2.964 -0.2182
O -1.776 -3.052 -3.232 -0.0664
H 3.208 1.676 -0.460 0.0633
H 2.450 0.307 -1.204 0.0309
H 1.655 1.171 0.137 0.0679
H 2.185 3.121 -1.779 0.0791
H 1.555 1.838 -2.761 0.1158
H -0.576 1.500 -2.820 0.1164
H -1.576 2.719 -2.075 0.0905
H -0.790 0.859 -0.075 0.1060
H -1.434 -0.052 -1.410 0.0673
H -2.770 1.943 0.477 0.1182
H -3.309 1.921 -1.181 0.0953
H -4.770 0.508 -0.102 0.1188
H -3.761 -0.508 -1.039 0.1013
H -3.872 -0.020 1.962 0.1336
H -4.110 -1.534 1.145 0.1378
H -1.886 -0.199 3.342 0.1493
H 1.837 -2.977 2.905 0.0560
H 0.781 -2.332 0.978 0.1149
H -2.307 -1.826 -1.120 0.0935
H -1.773 -3.346 -0.511 0.1417
H 0.381 -1.368 -1.274 0.0991
H 0.317 -3.137 -1.396 0.1063
H -0.979 -1.164 -3.260 0.1194
H 0.145 -2.481 -3.586 0.1038
H -2.559 -2.531 -3.408 0.0917
O -0.984 3.554 2.246 -0.0702
H -0.643 3.851 1.372 0.0701
H -0.856 4.325 2.809 0.0500
O 3.096 3.420 1.044 -0.0555
H 3.574 4.222 1.283 0.0475
H 3.295 2.804 1.757 0.0105
O 0.434 -4.396 -4.898 -0.0567
H 0.576 -5.318 -4.657 0.0185
H -0.463 -4.211 -4.595 -0.0018
O -3.510 3.921 -2.850 -0.0528
H -3.123 4.802 -2.866 0.0451
H -4.397 4.046 -3.204 0.0443
O 1.019 -0.170 7.484 -0.0716
H 1.300 0.193 6.637 -0.0474
H 1.482 -1.010 7.551 0.0385
O -0.855 -7.027 -4.772 -0.0480
H -1.417 -7.284 -5.510 0.0532
H -1.407 -6.427 -4.259 0.0331
O -1.814 -0.127 5.494 -0.0874
H -1.487 0.721 5.815 0.0248
H -1.607 -0.752 6.199 0.0491
O 3.844 4.281 -2.903 -0.0507
H 4.088 4.350 -3.833 0.0547
H 4.129 5.121 -2.525 0.0509
O 2.620 -1.218 -0.678 -0.0874
H 2.816 -0.787 0.162 0.0490
H 2.802 -2.155 -0.499 0.0239
O -2.220 2.392 4.599 -0.0524
H -1.909 2.624 3.717 -0.0078
H -2.083 3.209 5.090 0.0548
O 2.685 -4.188 -0.518 -0.0374
H 2.102 -4.928 -0.720 0.0563
H 3.088 -4.425 0.325 0.0520
O 1.946 6.456 -3.739 -0.0615
H 2.025 5.530 -3.474 0.0036
H 1.107 6.743 -3.369 0.0320
O 5.315 -2.160 2.973 -0.0572
H 5.511 -3.070 3.216 0.0355
H 4.420 -2.008 3.294 -0.0152

=====

3.
78
Properties=species:S:1:pos:R:3:mulliken_spin:R:1 method="wB97M-V/def2-TZVPD" multiplicity=2 orbital_gap_ev="1.846 / 9.650" s_squared=0.75 total_charge=-1
C 3.598 1.824 0.203 0.1219
C 2.328 2.444 0.740 -0.3712
C 2.189 3.908 0.335 0.4099
O 0.904 4.377 0.740 -0.3460
C 0.752 5.765 0.376 0.4225
N 1.333 1.658 0.071 0.0700
H 4.461 2.405 0.528 -0.0182
H 3.643 1.854 -0.885 -0.0307
H 3.797 0.798 0.510 0.0486
H 2.278 2.328 1.823 -0.0125
H 2.281 4.028 -0.745 -0.0136
H 3.019 4.423 0.817 -0.0086
H -0.267 6.152 0.382 0.0335
H 1.050 5.953 -0.656 -0.0436
H 1.388 6.416 0.975 -0.0238
H 1.436 1.532 -0.926 0.0057
H 0.392 1.993 0.220 0.0057
C 3.341 -3.122 1.325 -0.0063
C 2.306 -4.038 0.732 0.7015
C 2.652 -5.550 0.791 -0.0683
O 3.681 -6.012 -0.089 -0.0774
C 3.628 -5.680 -1.481 0.2070
N 1.163 -3.745 1.571 -0.4281
H 4.255 -3.054 0.735 -0.0767
H 3.622 -3.311 2.361 0.0225
H 2.956 -2.102 1.294 0.0358
H 2.090 -3.718 -0.288 0.1178
H 1.731 -6.076 0.540 -0.0291
H 2.980 -5.654 1.825 0.0186
H 2.669 -5.431 -1.936 -0.0891
H 4.102 -6.497 -2.025 -0.0187
H 4.262 -4.806 -1.631 -0.0001
H 0.995 -2.805 1.241 -0.1038
H 0.351 -4.224 1.209 0.0344
C -2.799 3.205 -5.549 0.1251
C -2.430 1.681 -5.713 -0.0442
C -2.716 0.928 -4.426 0.2466
O -1.811 1.323 -3.379 -0.6392
C -2.172 0.909 -2.073 -0.1672
N -3.159 1.058 -6.821 -0.0318
H -2.310 3.623 -4.670 -0.0422
H -3.869 3.414 -5.543 0.0314
H -2.351 3.835 -6.317 -0.0449
H -1.384 1.549 -5.988 0.0559
H -2.538 -0.145 -4.507 0.0626
H -3.710 1.125 -4.025 0.0226
H -3.075 1.345 -1.647 0.1501
H -1.401 1.248 -1.381 0.2605
H -2.302 -0.174 -2.070 0.2994
H -2.918 0.078 -6.786 -0.0018
H -2.773 1.390 -7.693 -0.0060
O 0.625 -1.178 4.749 -0.0203
H 0.963 -1.264 3.858 0.0139
H -0.236 -0.773 4.641 0.0006
O -0.145 -3.697 3.999 -0.0216
H 0.431 -3.852 3.250 0.0282
H 0.130 -2.846 4.341 0.0002
O -3.656 -0.993 3.488 0.0284
H -2.886 -0.514 3.793 0.0152
H -3.346 -1.890 3.360 -0.0225
O -3.496 2.171 2.187 0.0383
H -2.764 2.406 1.617 0.0640
H -4.050 1.608 1.647 0.0027
O -2.539 -1.944 -0.412 0.0961
H -2.976 -2.566 -0.994 -0.0333
H -2.001 -2.490 0.162 0.0759
O -1.906 0.295 5.106 -0.0126
H -2.566 0.984 5.025 0.0035
H -1.512 0.440 5.966 -0.0012
O -1.604 3.128 0.612 -0.4137
H -1.720 3.432 -0.288 0.1391
H -0.914 3.689 0.967 0.0719
C -0.593 -0.574 1.837 0.3623
O 0.773 -0.463 2.122 -0.2867
H -0.644 -1.453 1.194 0.1112
H -1.156 -0.672 2.765 -0.0195
H -0.949 0.303 1.298 -0.0537
H 1.089 0.288 1.615 0.0676

=====

4.
113
Properties=species:S:1:pos:R:3:mulliken_spin:R:1 method="wB97M-V/def2-TZVPD" multiplicity=2 orbital_gap_ev="7.811 / 2.468" s_squared=0.76 de_lowest_kcal_mol=62.8
N 17.301 18.993 13.321 -0.0001
S 15.947 18.330 13.477 -0.0035
O 15.978 16.900 13.716 0.0001
O 14.844 18.919 12.721 -0.0002
F 15.517 18.929 14.914 -0.0012
S 17.931 17.995 12.089 0.0010
O 17.159 17.635 10.872 0.0041
O 18.750 16.991 12.782 0.0007
F 18.937 19.091 11.511 0.0003
C 12.039 19.421 16.596 0.0000
O 11.842 18.528 15.746 0.0000
N 11.248 20.300 17.013 0.0000
N 13.219 19.486 17.221 0.0000
H 11.605 21.003 17.644 0.0000
H 10.431 20.409 16.430 0.0000
H 13.785 18.688 16.970 0.0000
H 13.328 20.052 18.050 0.0000
C 21.655 22.136 12.822 0.0000
O 22.836 22.378 12.966 0.0000
N 20.802 23.120 12.793 0.0000
N 21.010 21.044 12.522 0.0000
H 21.071 24.078 12.966 0.0000
H 19.909 22.816 13.155 0.0000
H 20.017 21.061 12.336 0.0000
H 21.605 20.266 12.273 0.0000
C 15.818 16.167 17.164 0.0000
O 14.648 16.262 16.899 0.0000
N 16.783 16.952 16.793 0.0000
N 16.283 15.387 18.119 0.0000
H 16.296 17.576 16.166 -0.0001
H 17.739 16.653 16.924 0.0000
H 15.670 15.097 18.868 0.0000
H 17.288 15.344 18.216 0.0000
C 17.391 15.608 7.172 -0.0016
O 16.996 16.535 6.526 0.0050
N 17.889 14.472 6.671 0.0002
N 17.294 15.579 8.466 -0.0017
H 17.856 14.379 5.665 -0.0001
H 18.261 13.739 7.257 0.0001
H 17.097 16.449 8.939 0.0051
H 17.574 14.701 8.881 0.0004
C 16.460 22.484 13.179 0.0000
O 15.867 23.494 12.900 0.0000
N 16.881 21.634 12.345 0.0001
N 16.706 22.014 14.408 0.0000
H 17.208 20.713 12.601 0.0007
H 16.578 21.677 11.382 -0.0002
H 17.248 21.164 14.474 0.0000
H 16.582 22.744 15.094 0.0000
C 14.129 18.178 9.456 -0.0405
O 13.009 18.633 9.274 0.3891
N 14.379 17.297 10.360 0.3686
N 15.264 18.805 9.292 0.4017
H 13.542 16.887 10.751 -0.0214
H 15.262 16.988 10.739 -0.0430
H 15.988 18.397 9.867 -0.0411
H 15.333 19.716 8.862 -0.0252
C 17.100 13.938 11.666 0.0004
O 17.167 13.324 10.686 0.0001
N 18.141 14.179 12.424 0.0002
N 16.032 14.396 12.303 0.0016
H 18.031 14.432 13.395 0.0000
H 19.035 13.752 12.230 0.0000
H 16.054 15.164 12.959 -0.0001
H 15.105 14.145 11.992 -0.0005
C 19.885 19.159 15.555 0.0000
O 20.898 19.203 16.222 0.0000
N 19.391 18.057 15.163 0.0000
N 19.366 20.143 14.909 0.0000
H 19.508 17.190 15.667 0.0000
H 18.660 18.153 14.473 0.0002
H 18.568 19.975 14.313 0.0000
H 19.485 21.061 15.313 0.0000
C 12.366 21.632 13.787 0.0002
O 11.176 21.248 13.914 0.0001
N 13.102 21.346 12.799 0.0005
N 12.931 22.524 14.590 0.0000
H 13.210 20.342 12.822 -0.0012
H 13.984 21.833 12.736 0.0000
H 12.546 22.801 15.481 0.0000
H 13.770 22.986 14.268 0.0000
C 23.042 18.119 12.437 0.0000
O 23.499 19.144 13.002 0.0000
N 23.588 17.570 11.300 0.0000
N 21.947 17.589 12.875 0.0000
H 23.105 16.791 10.877 0.0000
H 24.457 17.774 10.828 0.0000
H 21.476 16.860 12.360 0.0000
H 21.495 18.235 13.506 0.0000
C 20.211 17.963 8.663 0.0001
O 19.175 18.456 8.194 0.0001
N 20.505 16.753 8.781 0.0001
N 20.980 18.743 9.396 0.0001
H 21.326 16.509 9.316 0.0000
H 19.805 16.131 8.404 -0.0001
H 21.832 18.430 9.840 0.0000
H 20.714 19.698 9.591 0.0000
C 16.167 19.946 19.239 0.0000
O 15.334 20.688 19.713 0.0000
N 16.813 19.046 19.984 0.0000
N 16.386 19.789 18.000 0.0000
H 17.261 18.356 19.398 0.0000
H 16.717 19.146 20.984 0.0000
H 16.068 20.423 17.281 0.0000
H 17.038 19.057 17.754 0.0000
C 19.401 22.025 9.334 -0.0001
O 20.588 21.809 9.044 0.0000
N 18.512 21.068 9.559 0.0000
N 18.819 23.203 9.195 0.0000
H 18.784 20.227 9.069 0.0003
H 17.570 21.227 9.885 0.0006
H 19.372 24.027 9.009 0.0000
H 17.847 23.348 9.428 0.0000

=====

5.
104
Properties=species:S:1:pos:R:3:lowdin_charge:R:1 method="wB97M-V/def2-TZVPD" orbital_gap_ev=8.125 de_lowest_kcal_mol=80.3
C 3.469 -4.660 -2.418 -0.6521
O 2.399 -4.863 -2.987 0.0032
N 3.938 -3.453 -2.067 0.1739
N 4.445 -5.614 -2.316 0.1477
H 4.861 -3.074 -1.987 0.1022
H 3.221 -2.784 -1.824 0.0603
H 5.019 -5.479 -1.503 0.0915
H 4.456 -6.397 -2.943 0.1038
C 0.135 0.828 5.390 -0.6489
O 1.066 1.312 4.742 -0.0269
N -0.520 1.434 6.386 0.1819
N -0.432 -0.368 5.075 0.1788
H -1.134 0.906 6.978 0.0976
H -0.468 2.424 6.548 0.1121
H 0.018 -0.776 4.255 0.0563
H -1.275 -0.721 5.477 0.0723
C -2.113 2.980 -2.110 -0.6609
O -1.289 2.541 -2.932 -0.0150
N -3.279 3.553 -2.428 0.1754
N -1.871 2.840 -0.802 0.1877
H -3.662 4.184 -1.744 0.0753
H -3.504 3.596 -3.407 0.1115
H -2.477 3.341 -0.171 0.0419
H -1.080 2.311 -0.468 0.0563
C 1.494 4.697 -2.826 -0.6927
O 0.578 5.298 -3.371 0.0236
N 1.406 3.349 -2.602 0.1603
N 2.741 5.153 -2.627 0.1326
H 2.214 2.910 -2.197 0.0274
H 0.503 2.906 -2.763 0.0554
H 3.536 4.615 -2.340 0.0769
H 3.002 6.016 -3.077 0.1002
C -3.643 -0.052 5.272 -0.7015
O -3.648 0.946 5.986 0.0177
N -3.092 -0.033 4.034 0.1521
N -4.001 -1.322 5.602 0.1476
H -3.213 -0.866 3.483 0.1006
H -2.822 0.782 3.504 0.0864
H -4.525 -1.461 6.450 0.1074
H -3.649 -2.126 5.119 0.0970
C 0.174 -4.908 -0.213 -0.6257
O 0.787 -3.958 0.252 0.0075
N 0.035 -5.316 -1.504 0.1668
N -0.699 -5.650 0.570 0.1402
H -0.352 -6.230 -1.633 0.0998
H 0.624 -4.892 -2.215 0.0681
H -1.113 -6.453 0.141 0.0847
H -0.711 -5.465 1.557 0.1007
C 1.817 -1.405 2.409 -0.6645
O 0.661 -1.578 2.831 -0.0499
N 2.604 -2.491 2.188 0.1757
N 2.418 -0.227 2.377 0.2113
H 3.589 -2.335 2.297 0.1009
H 2.092 -3.353 2.275 0.0973
H 3.376 -0.247 2.072 0.1084
H 2.041 0.576 2.858 0.0980
C -1.115 3.406 2.711 -0.6130
O -1.558 2.420 2.090 -0.0546
N -1.666 4.651 2.582 0.1853
N -0.015 3.386 3.455 0.1868
H -2.543 4.661 2.078 0.0775
H -1.173 5.422 2.986 0.0995
H 0.452 2.512 3.726 0.0557
H 0.192 4.256 3.909 0.1040
C 3.754 0.381 -1.923 -0.6226
O 3.194 -0.714 -2.045 -0.0257
N 3.250 1.471 -1.280 0.1553
N 5.022 0.527 -2.366 0.1717
H 2.300 1.386 -0.922 0.0701
H 3.918 2.074 -0.832 0.1084
H 5.379 1.457 -2.232 0.0994
H 5.547 -0.276 -2.654 0.1107
C 0.146 -0.003 -0.058 -0.6277
O 0.410 1.043 -0.652 -0.0010
N -0.745 -0.130 1.002 0.1701
N 0.666 -1.226 -0.258 0.1715
H -1.241 0.712 1.270 0.0492
H -0.427 -0.776 1.706 0.0348
H 1.386 -1.446 -0.930 0.0739
H 0.352 -2.062 0.207 0.0580
C -4.754 3.533 0.752 -0.6578
O -4.057 4.515 0.486 -0.0095
N -6.112 3.417 0.615 0.1519
N -4.258 2.484 1.453 0.1692
H -6.436 2.490 0.400 0.0979
H -6.651 4.201 0.289 0.1036
H -3.245 2.586 1.565 0.0430
H -4.856 1.784 1.845 0.1007
C -1.642 -2.050 -3.809 -0.6925
O -1.957 -1.173 -4.596 0.0410
N -1.690 -3.388 -4.080 0.1455
N -1.474 -1.851 -2.476 0.1624
H -1.755 -3.733 -5.021 0.1050
H -1.546 -4.038 -3.331 0.0576
H -1.408 -2.679 -1.913 0.0696
H -1.227 -0.976 -2.050 0.0851
C 1.556 -1.381 -5.226 -0.7018
O 1.406 -1.938 -6.320 -0.0097
N 1.724 -0.056 -5.151 0.1737
N 1.674 -2.043 -4.052 0.1702
H 1.899 0.363 -4.254 0.0831
H 1.891 0.473 -5.987 0.1084
H 1.476 -3.020 -4.201 0.0831
H 1.809 -1.594 -3.159 0.0470

=====

6.
86
Properties=species:S:1:pos:R:3:mulliken_spin:R:1 method="wB97M-V/def2-TZVPD" multiplicity=2 orbital_gap_ev="1.769 / 8.973" s_squared=0.75 total_charge=-1
C 0.052 0.393 -4.408 -0.0020
O 0.085 -0.997 -4.890 -0.0024
H 0.699 0.632 -3.563 0.0012
H 0.322 1.051 -5.234 -0.0003
H -0.992 0.607 -4.180 -0.0004
H 0.132 -1.540 -4.100 0.0013
C 3.406 -0.411 -2.842 -0.0030
O 4.378 -1.132 -2.281 -0.0041
H 2.934 0.331 -2.198 -0.0033
H 3.630 0.001 -3.827 -0.0004
H 2.525 -1.035 -2.991 0.0165
H 5.110 -0.531 -2.124 0.0003
C 1.141 3.315 -2.564 0.0204
O -0.286 3.217 -2.860 -0.0010
H 1.381 4.287 -2.134 -0.0067
H 1.399 2.593 -1.789 -0.0042
H 1.712 3.098 -3.467 0.0000
H -0.368 3.468 -3.783 0.0013
C -0.533 0.561 -0.354 -0.1517
O -0.020 0.014 0.977 -1.5251
H -1.270 -0.073 -0.847 0.0058
H -1.093 1.496 -0.345 -0.0213
H 0.288 0.752 -1.045 0.0913
H 0.692 0.561 1.317 0.2402
C -1.415 3.355 1.826 0.2301
O -1.920 3.763 0.514 -0.0524
H -1.073 2.329 1.960 -0.0903
H -0.477 3.908 1.870 -0.0104
H -2.067 3.576 2.670 -0.0846
H -1.326 4.381 0.083 0.0273
C -2.944 -3.144 0.453 -0.0235
O -3.158 -4.107 -0.594 -0.0012
H -2.139 -3.410 1.138 0.0037
H -2.683 -2.204 -0.033 -0.0050
H -3.856 -3.107 1.049 -0.0070
H -3.708 -3.741 -1.291 0.0012
C 3.119 -1.888 0.718 0.0099
O 3.497 -2.795 1.768 -0.1602
H 2.787 -2.285 -0.242 0.1644
H 2.437 -1.146 1.132 -0.0390
H 3.977 -1.299 0.397 -0.0621
H 2.916 -3.557 1.711 0.0565
C -4.373 0.944 0.585 0.0547
O -4.465 0.670 1.987 -0.0437
H -3.619 1.693 0.339 -0.0155
H -4.051 0.034 0.078 -0.0129
H -5.369 1.166 0.202 0.0012
H -4.815 1.470 2.385 0.0098
C -3.953 -1.422 -2.656 -0.0015
O -4.753 -2.548 -2.294 0.0001
H -4.420 -0.486 -2.349 -0.0004
H -2.978 -1.419 -2.170 0.0009
H -3.784 -1.328 -3.728 0.0007
H -5.534 -2.483 -2.849 0.0001
C 1.614 1.635 3.873 9.6354
O 1.786 1.203 2.763 -3.9471
N 2.260 2.571 4.427 -0.8602
N 0.742 1.206 4.744 -1.3942
H 1.942 2.842 5.346 -0.5362
H 3.147 2.782 3.993 -0.4639
H 0.997 1.449 5.691 0.0609
H 0.417 0.315 4.398 0.0424
C 0.454 -3.198 -1.788 0.2054
O 0.302 -2.430 -2.700 -0.0638
N 0.906 -4.424 -1.921 -0.0253
N 0.086 -3.070 -0.538 -0.1199
H 1.382 -4.535 -2.805 0.0074
H 0.914 -5.032 -1.115 -0.0131
H -0.532 -2.313 -0.282 0.0050
H 0.472 -3.584 0.241 -0.0084
C 3.753 2.595 0.352 0.4676
O 4.522 3.195 -0.388 -0.0760
N 2.592 3.106 0.800 -0.2112
N 3.942 1.397 0.837 -0.3530
H 2.238 3.981 0.442 -0.0144
H 2.182 2.690 1.624 -0.1585
H 3.207 0.954 1.369 -0.0945
H 4.732 0.832 0.559 0.0672
C -1.369 -1.504 3.559 0.3821
O -1.869 -2.065 4.499 -0.1115
N -2.002 -0.673 2.800 -0.0547
N -0.126 -1.563 3.190 -0.0463
H -2.964 -0.381 2.895 0.0177
H -1.439 -0.212 2.100 -0.0071
H 0.026 -1.121 2.294 0.0857
H 0.511 -2.222 3.616 -0.0205